Record 1
The following is a quantum chemistry calculation of a single C6H10N2O molecule at a distorted geometry, from the OMol25 dataset.

Output
Frontier orbital gap (alpha / beta) = 9.4 / 6.8 eV
Charge = 0
HOMO level (alpha / beta) = -8.58 / -7.72 eV
LUMO (alpha / beta) = 0.030 / -0.032 hartree
Largest force on an atom = 5.4 eV Å⁻¹
Total energy = -419.1721 hartree
SMILES string = CC1=CC(C)(C)[N+]([O-])=N1
Energy above the lowest of the compared OMol25 structures with the same formula, charge and spin = 134.5 kcal/mol

Each line ends with the Löwdin charge.
Geometry (Å):
C (-0.176, 0.295, 0.479)  0.01
C (-0.809, -0.632, 1.317)  -0.41
C (0.641, -0.349, -0.601)  -0.56
C (-1.713, -0.471, 2.489)  -0.06
C (2.010, 0.228, -0.647)  -0.04
C (-0.235, -0.554, -1.842)  -0.01
N (-0.461, -1.885, 1.068)  0.23
N (0.801, -1.751, -0.136)  -0.17
O (1.679, -2.457, -0.534)  0.04
H (-0.594, 1.301, 0.269)  0.13
H (-2.277, -1.389, 2.824)  0.09
H (-2.468, 0.346, 2.456)  0.08
H (-1.254, -0.206, 3.475)  0.09
H (2.580, -0.478, -1.334)  0.10
H (2.495, 0.157, 0.345)  0.10
H (1.995, 1.289, -1.011)  0.10
H (-0.582, 0.384, -2.126)  0.05
H (-1.036, -1.316, -1.624)  0.11
H (0.271, -0.979, -2.748)  0.10

Record 2
The following is a quantum chemistry calculation of a single C6H10N2O molecule at a distorted geometry, from the OMol25 dataset.

Output
Frontier orbital gap = 9.1 eV
Charge = 0
HOMO level = -8.27 eV
LUMO = 0.032 hartree
Largest force on an atom = 4.8 eV Å⁻¹
Total energy = -419.2228 hartree
SMILES string = NN1C=CC2(COC2)C1
Energy above the lowest of the compared OMol25 structures with the same formula, charge and spin = 102.7 kcal/mol

Each line ends with the Löwdin charge.
Geometry (Å):
C (-0.271, 1.216, -0.566)  -0.06
C (0.915, 0.954, -1.053)  -0.11
C (0.389, -1.138, -0.222)  -0.05
C (-2.303, -0.458, -0.298)  -0.12
C (-1.463, 0.167, 1.488)  -0.12
C (-0.840, 0.055, 0.082)  -0.32
N (1.435, -0.328, -0.799)  -0.24
N (2.642, -0.269, -0.041)  0.06
O (-2.776, -0.350, 1.056)  -0.11
H (-0.846, 2.117, -0.766)  0.12
H (1.685, 1.613, -1.482)  0.12
H (0.587, -1.539, 0.889)  0.15
H (-0.186, -1.770, -0.918)  0.10
H (-2.937, 0.107, -0.979)  0.12
H (-2.135, -1.459, -0.675)  0.09
H (-1.113, -0.244, 2.448)  0.12
H (-1.457, 1.276, 1.656)  0.12
H (2.233, -0.149, 0.853)  0.06
H (3.226, -1.085, -0.153)  0.08

Record 3
The following is a quantum chemistry calculation of a molecular structure, C6H10N2O at a distorted geometry, from the OMol25 dataset.

Output
Frontier orbital gap = 9.7 eV
Charge = 0
HOMO level = -8.98 eV
LUMO = 0.028 hartree
Largest force on an atom = 6.3 eV Å⁻¹
Total energy = -419.0379 hartree
Energy above the lowest of the compared OMol25 structures with the same formula, charge and spin = 218.7 kcal/mol

Each line ends with the Löwdin charge.
Geometry (Å):
C (0.040, 1.779, 0.160)  -0.32
C (-0.138, -0.471, 1.449)  -0.15
C (-1.092, -1.318, 0.570)  -0.18
C (-0.689, -0.799, -0.768)  -0.27
C (0.159, -1.372, -2.041)  0.03
C (0.803, -0.882, -0.753)  -0.37
H (-1.080, 2.096, 1.512)  0.01
H (0.478, 2.240, -0.651)  0.11
H (-0.756, -0.078, 2.320)  0.12
H (0.756, -1.063, 1.794)  0.13
H (-2.290, -1.717, 1.259)  0.21
H (-0.351, -2.348, 0.900)  0.16
H (-1.381, 0.227, -0.997)  0.20
H (0.136, -2.457, -2.252)  0.10
H (0.045, -0.627, -2.969)  0.14
H (0.779, -1.762, -0.227)  0.07
N (-1.033, 2.427, 0.564)  0.09
N (0.623, 0.762, 0.794)  -0.04
O (1.504, 0.192, -0.238)  -0.03